20
Properties=species:S:1:pos:R:3:forces:R:3 method="wB97M-V/def2-TZVPD" e_lumo_ev=-3.3 total_charge=+1 gap_ha=0.352 e_homo_ev=-12.91 de_lowest_kj_mol=84.4
C 0.87390 1.11541 -0.30242 1.0 -0.3 -0.2
C 1.19442 2.59252 -0.31541 1.7 -0.5 -0.4
S 2.30655 2.99370 -1.75591 -1.2 0.0 0.5
N -0.16899 0.91639 0.75004 -0.2 -2.3 -0.5
H 1.75908 0.45609 -0.06672 -1.0 0.7 -0.2
H 0.47474 0.83391 -1.29484 0.0 -0.1 0.7
H 1.62135 2.93970 0.63767 0.1 -0.1 -0.4
H 0.27539 3.08128 -0.46340 -1.1 1.1 -0.2
H 1.21644 3.20164 -2.55180 0.7 -0.1 0.1
H -0.34156 -0.13504 0.90368 0.0 0.2 0.2
H -1.06919 1.30495 0.49001 0.0 0.4 0.1
H 0.14324 1.24980 1.64493 0.0 0.5 0.5
N -0.67352 -1.94364 1.28303 0.0 -0.7 -1.0
C -0.99102 -2.36884 -0.11918 -1.2 -0.1 1.3
O -1.41572 -3.73050 -0.17028 0.4 0.9 0.8
H -1.50915 -2.15547 1.83932 0.3 0.2 -0.1
H 0.07507 -2.52616 1.68280 -0.3 0.3 -0.3
H -1.80382 -1.67129 -0.40238 0.2 -0.4 -0.3
H -0.15396 -2.23680 -0.77046 0.8 0.3 -0.2
H -1.81324 -3.91764 -1.01868 -0.2 -0.1 -0.4